This record from the OMol25 dataset describes 2 unconnected molecules or ions with the total composition C4H9N2S at a distorted geometry. The level of theory is ωB97M-V/def2-TZVPD.

Results
Gap between HOMO and LUMO (alpha / beta), hartree: 0.26019 / 0.21706
Net charge: +1
LUMO energy (alpha / beta), eV: -3.27 / -8.02
HOMO (alpha / beta), Ha: -0.3804 / -0.5116
2S+1: 3

Each line ends with the Löwdin charge.
Atoms and positions in Å:
C  -3.3073  0.7172  -0.2179  0.00
C  -3.0455  1.2188  0.8724  -0.02
C  0.5512  0.3543  0.0023  -0.41
C  1.4795  -0.4702  -0.8409  -0.45
N  0.5484  0.6583  1.3297  0.20
N  2.6063  -1.0188  -0.3925  0.07
S  -0.1743  -1.5626  -0.5957  0.99
H  -3.3587  0.3047  -1.2715  0.06
H  -0.0354  1.0652  -0.5470  0.11
H  1.5265  -0.1960  -1.8167  0.10
H  2.8629  -1.4163  0.5507  0.16
H  1.1230  0.1935  1.9480  0.09
H  -3.1296  1.6639  1.8382  0.03
H  3.3844  -1.2057  -1.0063  0.12
H  -0.3458  0.7405  1.7610  0.10
H  -0.6855  -1.0468  -1.6140  -0.15

Atomic forces in eV per Å
1.2 0.4 0.3
-1.2 -1.2 -2.4
2.3 3.8 -1.3
-1.0 0.8 4.8
-0.7 -0.9 -1.2
2.6 -1.4 1.9
-0.6 -5.6 1.5
-0.1 0.8 2.1
-0.5 0.1 -0.4
-0.1 0.8 -2.8
-1.2 1.1 -1.3
2.1 -1.1 1.4
0.2 0.0 0.0
-0.4 0.0 -0.5
-1.1 0.7 0.1
-1.4 1.7 -2.3


This record from the OMol25 dataset describes 2 unconnected molecules or ions with the total composition C4H10N2. The level of theory is ωB97M-V/def2-TZVPD.

Results
Gap between HOMO and LUMO, hartree: 0.38114
Net charge: 0
LUMO energy, eV: 1.17
HOMO, Ha: -0.3381

Each line ends with the Löwdin charge.
Atoms and positions in Å:
N  -0.4959  -2.0980  -1.8481  -0.02
C  -1.2999  -0.8847  -1.6696  -0.31
C  -0.5303  1.2496  -0.6392  0.00
C  -0.7342  -0.0602  -0.5421  -0.18
H  -1.0008  -2.7438  -2.4475  0.06
H  -0.3907  -2.5874  -0.9678  0.06
H  -2.3560  -1.0915  -1.4478  0.11
H  -1.2674  -0.3092  -2.5926  0.10
H  -0.0976  1.8198  0.1671  0.02
H  -0.7806  1.7299  -1.5769  0.06
H  -0.5089  -0.5630  0.3931  0.09
C  1.5928  1.3716  2.5921  -0.14
N  2.1102  0.2256  2.4641  0.02
H  0.5596  1.5001  2.2836  0.04
H  2.1380  2.2190  3.0098  0.06
H  3.0616  0.2223  2.8218  0.03

Atomic forces in eV per Å
-0.3 -0.2 -0.2
0.2 0.0 0.6
-0.1 -0.7 -0.2
-0.1 0.5 -0.2
0.1 0.0 -0.1
0.0 0.1 0.1
0.0 -0.1 0.0
0.0 0.1 0.0
-0.1 0.2 0.0
0.1 0.3 0.1
0.1 -0.2 0.0
0.2 -0.4 0.1
-0.2 0.0 0.1
0.0 0.2 0.0
-0.2 0.2 0.0
0.2 0.0 -0.1


This record from the OMol25 dataset describes 2 unconnected molecules or ions with the total composition C7H11N4 at a distorted geometry. The level of theory is ωB97M-V/def2-TZVPD.

Results
Gap between HOMO and LUMO, hartree: 0.35942
Net charge: +1
LUMO energy, eV: -3.39
HOMO, Ha: -0.4840

Each line ends with the Löwdin charge.
Atoms and positions in Å:
C  3.8961  -0.0009  -0.0300  -0.04
C  3.2097  -0.3198  1.1246  -0.06
C  3.1151  0.2592  -1.1276  -0.07
C  1.8694  -0.2218  1.1752  -0.16
C  -1.8793  -1.0653  -0.6134  -0.11
C  1.7937  0.2771  -0.9992  -0.15
C  -3.6340  0.4578  -0.2014  0.09
N  -1.5954  -2.0173  -1.2429  0.33
N  1.1174  0.0406  0.1351  0.02
N  -2.1819  0.0312  -0.0983  -0.14
N  -1.4011  0.9492  0.5217  0.12
H  4.9258  -0.0469  -0.1116  0.10
H  3.9418  -0.6214  1.9826  0.16
H  3.6780  0.7248  -2.0099  0.15
H  1.2629  -0.6771  1.9614  0.13
H  1.2760  0.5343  -1.8751  0.10
H  -3.8512  0.8622  -1.1470  0.10
H  -4.1242  -0.4614  0.0836  0.11
H  -3.8428  1.2186  0.4510  0.07
H  -1.5501  -2.9285  -0.9377  0.09
H  -1.8678  1.8067  0.5234  0.08
H  -0.4001  0.7650  0.1952  0.07

Atomic forces in eV per Å
-2.2 -0.5 0.3
4.7 -0.5 2.0
4.0 1.9 -1.6
-2.1 -2.1 1.4
0.5 1.0 0.8
-1.9 0.3 0.1
1.2 -2.9 -0.3
0.1 1.3 -1.6
0.3 0.5 -2.1
-2.8 0.8 -0.8
2.7 -1.5 0.5
1.9 0.1 0.1
-2.2 0.5 -1.2
-1.4 -1.3 0.8
0.6 0.8 0.6
-1.3 0.3 -0.9
-0.2 -0.1 -1.6
-1.0 0.2 -0.3
-0.1 1.6 2.2
0.2 -2.6 0.9
-0.2 1.6 -0.3
-0.5 0.8 0.8


This record from the OMol25 dataset describes a molecular structure, C22H21IN8O4S2Ti at a distorted geometry. The level of theory is ωB97M-V/def2-TZVPD.

Results
Gap between HOMO and LUMO, hartree: 0.22636
Net charge: +2
LUMO energy, eV: -7.49
HOMO, Ha: -0.5016

Each line ends with the Löwdin charge.
Atoms and positions in Å:
Ti  -0.1442  0.5352  -0.6577  0.92
C  3.3142  -0.4612  2.1206  0.00
C  2.7499  0.9198  2.1795  -0.24
N  3.4169  1.8533  2.8428  0.16
C  2.9338  3.1000  2.9189  -0.04
C  1.7285  3.5148  2.3785  -0.11
C  1.2510  4.9357  2.5555  -0.18
O  -0.0279  5.0047  3.1741  -0.05
C  1.0054  2.5475  1.6527  -0.05
C  -0.3830  2.7786  1.2720  0.03
N  -1.0833  1.9915  0.5267  -0.03
C  -2.5118  2.1855  0.4864  -0.32
C  -3.0898  3.4444  0.4228  -0.01
C  -4.4729  3.5584  0.4256  -0.03
C  -5.2716  2.4271  0.4895  -0.04
C  -4.6974  1.1632  0.5477  -0.11
C  -3.3179  1.0562  0.5419  -0.60
I  -2.4168  -0.8098  0.6656  1.25
C  1.5560  1.2712  1.5432  -0.21
O  0.8983  0.3565  0.7871  -0.24
H  4.1618  -0.5193  2.7973  0.10
H  2.5713  -1.2047  2.4142  0.09
H  3.6546  -0.6940  1.1096  0.06
H  3.5474  3.8027  3.4702  0.13
H  1.9972  5.5004  3.1172  0.13
H  1.1447  5.4263  1.5846  0.13
H  0.0758  4.9638  4.1304  0.11
H  -0.8833  3.6120  1.7618  0.14
H  -2.4692  4.3289  0.3617  0.12
H  -4.9241  4.5391  0.3733  0.12
H  -6.3478  2.5246  0.4916  0.12
H  -5.3231  0.2839  0.6008  0.11
S  2.6171  -0.0119  -1.6621  0.72
C  2.1508  1.5898  -1.8598  -1.09
N  0.8739  1.9708  -1.6278  -0.13
C  0.6334  3.3175  -1.9594  -0.28
C  -0.5879  3.9770  -1.9336  -0.02
C  -0.6073  5.3166  -2.2847  -0.05
C  0.5611  5.9849  -2.6569  -0.05
C  1.7726  5.3194  -2.7131  -0.05
C  1.7934  3.9753  -2.3637  -0.44
S  3.1450  2.8772  -2.3984  1.13
H  -1.5058  3.4618  -1.6902  0.09
H  -1.5488  5.8487  -2.2861  0.12
H  0.5159  7.0306  -2.9252  0.12
H  2.6716  5.8303  -3.0273  0.12
N  0.7316  -2.5842  -0.7113  0.07
N  0.8719  -2.7298  -2.0969  0.01
C  0.3372  -1.8308  -2.9158  -0.39
N  0.4667  -1.9350  -4.2233  0.27
N  -0.3844  -0.8570  -2.2683  0.02
N  -1.0394  0.0901  -2.9651  -0.37
O  -1.0730  0.2852  -4.1354  0.19
O  -1.6086  0.8600  -2.1029  -0.11
H  1.6269  -2.3324  -0.3046  0.08
H  0.3982  -3.4603  -0.3253  0.12
H  1.5041  -3.4232  -2.4759  0.18
H  0.9745  -2.7075  -4.6273  0.15
H  0.1072  -1.2180  -4.8321  0.12

Atomic forces in eV per Å
1.6 -0.8 0.8
0.0 -0.1 0.0
0.2 0.3 0.2
-0.1 0.0 -0.1
0.0 0.0 0.0
0.2 -0.2 0.0
0.0 0.1 0.0
0.0 0.0 0.0
-0.2 0.3 0.2
0.3 0.0 0.2
-0.3 0.1 -0.4
0.4 -0.1 0.0
-0.2 0.0 0.0
0.1 0.0 0.0
0.0 0.0 0.0
0.0 0.1 0.0
-0.3 0.2 0.0
0.1 -0.2 0.0
-0.5 -0.4 -0.5
0.0 0.1 0.3
0.0 0.0 0.0
0.0 0.0 0.0
0.0 0.0 0.0
0.0 0.0 0.0
0.0 0.0 0.0
0.0 0.0 0.0
0.0 0.0 0.0
0.1 0.0 0.1
0.0 0.0 0.0
0.0 0.0 0.0
0.0 0.0 0.0
0.0 0.0 0.0
-0.3 0.1 0.0
-0.2 0.1 0.0
-0.2 -0.1 0.0
0.1 -0.2 0.1
0.0 0.1 -0.1
0.0 0.0 0.0
-0.1 0.0 0.0
0.0 0.0 0.0
-0.1 0.2 0.0
0.3 0.0 0.0
0.0 0.0 0.0
0.0 0.0 0.0
0.0 0.0 0.0
0.0 0.0 0.0
0.0 0.0 -0.1
0.1 -0.1 0.0
-0.1 0.2 0.2
0.0 0.0 0.3
0.0 0.1 -0.9
-0.5 0.4 0.9
0.0 -0.4 -0.2
-0.1 0.2 -0.8
0.0 0.0 0.0
0.0 0.0 0.0
0.0 0.0 0.0
0.0 0.0 0.0
-0.1 0.0 -0.1


Short version: relative energy (zero: lowest compared OMol25 entry of this formula, charge and spin) = 412.1; 201.9; 447.3; 54.3 kJ/mol, in the order given.